(1)
Density functional theory data (ωB97M-V with the def2-TZVPD basis set) for a structure of composition CHFO2Ru.

Calculated values
ΔE to the lowest compared entry with this formula, charge and spin   0.6307 eV
Highest occupied orbital energy (spin up / spin down)   -29.19 / -29.50 eV
Orbital gap (spin up / spin down)   11.16 / 8.60 eV
Strongest force on any atom   0.07763 Eh/bohr
Expectation value of S²   8.76

Geometry as ORCA input:
```
! wB97M-V def2-TZVPD RIJCOSX def2/J DEFGRID3
* xyz 3 6
F -1.24147 2.22857 0.28565
O -0.00178 2.70548 -0.42078
Ru 1.33767 1.83314 0.57342
O -0.33978 -0.32501 -0.33502
C -1.45351 -0.45076 -0.27427
H -2.42215 -0.93403 -0.07827
*
```

Which charges does natural (NBO) predict for the atoms? In e, they are: -0.011 -0.017 2.027 -0.299 0.905 0.395

---

(2)
Density functional theory data (ωB97M-V with the def2-TZVPD basis set) for the molecule C3HBrClIN2.

Calculated values
ΔE to the lowest compared entry with this formula, charge and spin   3.3283 eV
Highest occupied orbital energy   -9.00 eV
Orbital gap   8.45 eV
Strongest force on any atom   0.11857 Eh/bohr

Geometry as ORCA input:
```
! wB97M-V def2-TZVPD RIJCOSX def2/J DEFGRID3
* xyz 0 1
C 1.64677 -1.84920 -1.15218
C 1.82154 -0.53498 -1.18336
C -0.07288 -1.50216 0.11725
N 0.66915 -2.48220 -0.37827
N 0.26567 -0.24370 0.02626
Cl 2.50999 0.78634 -1.71724
Br 2.96243 -2.97705 -2.02919
I -1.76924 -2.15897 1.28136
H 0.30209 0.73066 0.18455
*
```

These are the natural (NBO) partial charges, in e, on atoms 1 to 8: 0.046 -0.039 0.346 -0.554 -0.668 0.203 0.077 0.137

---

> Which value of ΔE to the lowest compared entry with this formula, charge and spin does entry 1 give?

0.6307 eV